No. 1
Entry from the Open Molecules 2025 dataset: a cluster of 3 separate species, C4H15NO3 in total in a non-equilibrium geometry (ωB97M-V/def2-TZVPD).

Atoms and positions in Å:
C -0.545 -0.338 0.082
C 0.376 0.881 -0.064
C -0.225 2.143 0.497
O 0.588 1.049 -1.486
C 0.171 -1.603 -0.348
N 0.683 -2.467 0.715
H -0.816 -0.357 1.140
H -1.404 -0.140 -0.555
H 1.382 0.708 0.337
H -0.859 2.653 -0.227
H 0.523 2.887 0.794
H -0.807 1.981 1.412
H 1.526 1.282 -1.658
H -0.398 -2.204 -1.065
H 0.991 -1.312 -1.020
H 1.491 -2.031 1.149
H 0.911 -3.392 0.384
H -0.711 2.055 -4.235
H -0.267 2.084 -2.734
O -0.542 2.633 -3.496
H -0.478 -2.346 2.691
H -1.176 -2.209 4.108
O -0.412 -1.955 3.579

Properties
LUMO energy (alpha / beta) (eV): 3.48 / 3.33
Total charge: -1
2S+1: 2


No. 2
Entry from the Open Molecules 2025 dataset: a cluster of 4 separate species, C4H15NO3 in total in a non-equilibrium geometry (ωB97M-V/def2-TZVPD).

Atoms and positions in Å:
C 1.618 -2.088 -0.099
C 1.115 -0.687 -0.228
C 0.540 -0.208 -1.328
N 0.146 1.157 -1.513
C -0.753 1.429 -2.633
H 0.939 -2.711 0.495
H 1.885 -2.575 -1.034
H 2.513 -2.119 0.505
H 1.321 -0.016 0.598
H 0.325 -0.848 -2.177
H 0.895 1.817 -1.408
H -1.443 2.220 -2.368
H -0.226 1.743 -3.540
H -1.319 0.548 -2.804
H -0.554 0.548 3.075
H -0.063 -0.291 4.277
O -0.636 -0.325 3.507
H -0.634 1.970 0.178
H -1.265 3.190 0.898
O -0.824 2.333 1.048
H -1.298 -1.614 2.290
H -0.944 -1.408 0.835
O -1.335 -2.065 1.426

Properties
LUMO energy (eV): 0.69
2S+1: 1
SMILES string: C/C=C/NC.O.O.O


No. 3
Entry from the Open Molecules 2025 dataset: a cluster of 3 separate species, C4H15NO3 in total in a non-equilibrium geometry (ωB97M-V/def2-TZVPD).

Atoms and positions in Å:
C -0.897 0.682 -1.585
C 0.208 0.602 -0.508
C 1.629 0.587 -1.095
N -0.222 -0.491 0.399
C 0.096 -1.844 -0.134
O -0.107 -2.844 0.811
H -2.005 0.482 -1.376
H -1.049 1.666 -2.230
H -0.704 0.050 -2.442
H 0.279 1.669 0.063
H 1.719 1.225 -2.041
H 2.388 1.201 -0.413
H 2.108 -0.389 -1.183
H -1.268 -0.493 0.512
H -0.410 -2.183 -1.125
H 1.166 -2.032 -0.205
H -1.010 -2.729 1.397
H -2.058 1.528 0.636
H -2.171 2.946 1.475
O -2.526 2.286 0.895
H 0.963 -0.390 2.342
H 2.042 -1.231 2.921
O 1.829 -0.294 2.885

Properties
LUMO energy (alpha / beta) (eV): -3.64 / -9.14
Total charge: +1
2S+1: 2


No. 4
Entry from the Open Molecules 2025 dataset: a cluster of 3 separate species, C4H15NO3 in total in a non-equilibrium geometry (ωB97M-V/def2-TZVPD).

Atoms and positions in Å:
C 1.100 -0.735 -0.095
C 0.751 0.708 -0.447
C 1.509 1.354 -1.758
O 0.907 1.373 0.809
C -0.062 -1.398 0.585
N 0.068 -2.917 0.678
H 1.274 -1.255 -1.032
H 2.001 -0.922 0.427
H -0.323 0.972 -0.724
H 2.473 1.795 -1.606
H 0.887 2.132 -2.226
H 1.690 0.705 -2.644
H 1.650 2.032 0.732
H -0.191 -0.801 1.601
H -0.911 -1.344 0.010
H 0.256 -3.143 1.625
H 0.800 -3.176 0.057
H -3.015 1.173 -0.243
H -2.826 0.388 -1.562
O -2.771 1.253 -1.192
H -1.467 -0.040 2.679
H -1.920 1.382 2.273
O -1.880 0.464 2.052

Properties
LUMO energy (alpha / beta) (eV): -3.36 / -9.11
Total charge: +1
2S+1: 2


No. 5
Entry from the Open Molecules 2025 dataset: a structure of composition C4H15O5 in a non-equilibrium geometry (ωB97M-V/def2-TZVPD).

Atoms and positions in Å:
C -0.088 -1.623 -1.732
O -0.183 -1.657 -0.389
C 0.620 -0.366 -2.221
C 0.160 0.995 -1.917
C 0.163 1.515 -0.425
O 0.329 0.519 0.483
H -1.068 -1.588 -2.393
H 0.378 -2.567 -2.020
H 0.833 -0.492 -3.276
H 1.590 -0.497 -1.663
H -0.758 1.438 -2.347
H 0.875 1.599 -2.526
H 0.933 2.329 -0.306
H -0.847 1.938 -0.355
H -0.046 -0.641 0.157
H 1.694 0.193 1.435
H 2.565 1.091 2.473
O 2.615 0.352 1.888
H -1.967 -0.500 0.752
H -2.184 -1.966 0.181
O -2.549 -1.293 0.756
H -0.310 1.221 1.863
H -1.662 1.020 2.428
O -0.827 1.441 2.695

Properties
LUMO energy (eV): 3.77
Total charge: -1
2S+1: 1


No. 6
Entry from the Open Molecules 2025 dataset: a structure of composition C4H16BCl2CoN4O16 in a non-equilibrium geometry (ωB97M-V/def2-TZVPD).

Atoms and positions in Å:
Co -0.132 -0.792 -0.240
Cl -3.546 -1.742 -0.651
O -3.392 -1.885 -2.111
O -3.948 -2.974 -0.088
O -2.269 -1.419 -0.095
O -4.574 -0.762 -0.363
Cl 1.036 -2.624 2.999
O 0.285 -2.623 1.773
O 0.275 -2.194 4.129
O 1.582 -3.958 3.175
O 2.060 -1.687 2.805
B 1.200 -2.285 -1.307
H 0.226 -2.452 -0.873
H 1.896 -2.910 -0.770
H 1.113 -2.643 -2.321
H 1.340 -1.217 -1.250
C -0.075 1.234 3.760
N -1.021 0.599 2.767
O -0.469 0.152 1.737
O -2.217 0.566 3.004
H -0.399 2.257 3.955
H 0.950 1.251 3.390
H -0.188 0.763 4.737
C -2.336 3.453 -1.152
N -2.234 2.301 -0.247
O -1.237 1.631 -0.274
O -3.230 2.075 0.436
H -1.370 3.956 -1.110
H -3.241 4.009 -0.906
H -2.280 3.009 -2.146
C 0.891 0.589 -3.990
N -0.425 0.397 -3.287
O -0.367 -0.062 -2.161
O -1.467 0.598 -3.930
H 1.030 1.670 -3.992
H 0.936 0.053 -4.938
H 1.645 0.120 -3.358
C 3.956 0.209 0.199
N 2.757 0.949 0.645
O 1.720 0.549 0.173
O 2.828 1.734 1.572
H 3.919 0.068 -0.881
H 3.927 -0.747 0.722
H 4.844 0.782 0.464

Properties
LUMO energy (alpha / beta) (eV): 1.40 / 1.36
Total charge: -1
2S+1: 4


No. 7
Entry from the Open Molecules 2025 dataset: a structure of composition C4H16BClCoO4 in a non-equilibrium geometry (ωB97M-V/def2-TZVPD).

Atoms and positions in Å:
Co 1.007 -3.745 -1.503
B 2.288 -3.083 -3.092
H 1.067 -3.249 -3.147
H 2.635 -3.173 -4.229
H 2.593 -2.040 -2.595
H 2.778 -3.984 -2.371
Cl 0.449 -1.854 -0.463
C -1.863 -0.738 2.114
C -2.799 0.428 2.205
O -2.563 1.210 3.367
O -0.529 -0.200 2.135
H -2.032 -1.290 1.188
H -1.932 -1.378 2.997
H -3.842 0.112 2.256
H -2.682 1.073 1.325
H -1.608 1.243 3.490
H 0.013 -0.624 1.463
C 1.369 2.046 -0.109
C -0.074 2.197 -0.547
O -0.179 3.053 -1.704
O 2.080 1.040 -0.830
H 1.440 1.864 0.971
H 1.931 2.960 -0.305
H -0.598 2.719 0.258
H -0.503 1.250 -0.857
H -0.119 3.967 -1.411
H 1.675 0.196 -0.606

Properties
LUMO energy (alpha / beta) (eV): -2.06 / -2.33
2S+1: 4


No. 8
Entry from the Open Molecules 2025 dataset: a structure of composition C4H16BaFO4 in a non-equilibrium geometry (ωB97M-V/def2-TZVPD).

Atoms and positions in Å:
Ba 3.236 2.146 0.921
F 1.020 0.618 0.423
C -0.212 0.967 -2.758
O 0.380 -0.188 -2.081
H -1.007 0.681 -3.446
H -0.697 1.595 -2.010
H 0.535 1.569 -3.275
H 0.642 0.084 -1.198
C 2.749 -2.398 0.254
O 2.104 -1.802 1.374
H 3.332 -1.723 -0.372
H 3.448 -3.185 0.537
H 1.974 -2.865 -0.353
H 1.709 -1.022 0.977
C -2.230 2.609 1.401
O -1.094 2.690 0.518
H -2.710 1.654 1.187
H -1.900 2.496 2.434
H -2.909 3.445 1.234
H -0.551 1.899 0.509
C -1.471 -1.867 0.577
O -1.307 -0.650 1.223
H -0.539 -2.432 0.564
H -2.339 -2.446 0.894
H -1.689 -1.596 -0.456
H -0.473 -0.281 0.923

Properties
LUMO energy (alpha / beta) (eV): -0.55 / -0.82
2S+1: 2


No. 9
Entry from the Open Molecules 2025 dataset: a structure of composition C4H16CdO6 in a non-equilibrium geometry (ωB97M-V/def2-TZVPD).

Atoms and positions in Å:
Cd 0.287 -0.631 1.205
C 2.050 1.097 -2.666
C 1.058 0.097 -2.041
O 1.135 -0.022 -0.644
H 1.802 2.154 -2.568
H 1.985 0.861 -3.728
H 3.066 0.749 -2.478
H 1.296 -0.788 -2.630
H 0.042 0.348 -2.347
C -3.172 -0.564 -1.262
C -3.013 -0.801 0.266
O -1.751 -0.678 0.808
H -2.656 -1.346 -1.819
H -2.666 0.362 -1.533
H -4.199 -0.575 -1.627
H -3.321 -1.838 0.404
H -3.801 -0.298 0.827
O 0.452 -2.686 1.266
H 0.677 -3.206 0.469
O 1.644 -0.941 2.783
H 1.209 -0.565 3.573
O 0.040 1.433 2.053
H 0.473 2.165 2.494
H -0.894 1.581 2.204
O 2.966 1.460 2.017
H 2.531 2.048 2.634
H 2.759 0.582 2.337

Properties
LUMO energy (alpha / beta) (eV): 2.83 / 1.04
Total charge: -1
2S+1: 2


No. 10
Entry from the Open Molecules 2025 dataset: a structure of composition C4H16FHfN8O4 in a non-equilibrium geometry (ωB97M-V/def2-TZVPD).

Atoms and positions in Å:
Hf -0.739 -3.478 -1.048
F 0.036 -1.321 -0.519
C 2.904 0.239 -1.956
O 3.514 1.281 -2.334
N 2.343 0.274 -0.732
N 2.797 -0.831 -2.731
H 1.633 -0.365 -0.379
H 2.601 1.129 -0.250
H 2.353 -1.624 -2.282
H 3.292 -0.929 -3.606
C -0.464 2.546 -2.151
O -1.365 3.373 -2.087
N 0.794 2.863 -2.672
N -0.672 1.234 -1.896
H 1.083 2.105 -3.277
H 0.836 3.867 -2.856
H -1.590 1.039 -1.514
H 0.088 0.606 -1.678
C -2.421 -2.938 2.051
O -1.645 -2.940 1.035
N -2.307 -2.026 3.022
N -3.384 -3.849 2.212
H -1.525 -1.391 2.962
H -2.835 -1.928 3.874
H -3.882 -3.814 3.085
H -3.731 -4.279 1.370
C 0.246 1.573 2.276
O 0.067 2.051 3.386
N 0.337 0.239 2.022
N 0.269 2.380 1.175
H 0.789 -0.351 2.708
H 0.306 -0.104 1.070
H 0.346 3.368 1.416
H -0.073 2.002 0.303

Properties
LUMO energy (eV): -16.20
Total charge: +3
2S+1: 1